[1]
# C15H14CrN8O2S

C15H14CrN8O2S as an isolated structure (ωB97M-V with the def2-TZVPD basis set, the Open Molecules 2025 dataset).

As for the molar mass: 422.39 Da. The orbital gap (alpha / beta) is 0.26089 / 0.27423 hartree. Its total energy is -71053.2437 eV.

ORCA input file:
```
! wB97M-V def2-TZVPD RIJCOSX def2/J DEFGRID3
* xyz 1 4
C 0.96 2.50 -0.88
H 2.58 0.31 5.22
C 2.29 0.28 -0.71
N 1.95 0.83 2.81
H 1.26 -0.78 5.49
H 4.20 1.88 -0.16
H 1.01 -3.54 -1.22
N 1.75 -0.14 4.88
C 1.30 0.00 3.63
O 3.33 -0.25 -0.39
N 0.22 -0.72 3.30
H 2.17 5.64 -0.42
N -2.64 -0.52 -1.32
C -0.88 -4.65 -1.52
C -3.07 -1.76 -1.50
H -5.88 -0.21 -1.69
C -0.06 -3.58 -1.34
H 0.09 4.46 -0.96
C 2.17 4.56 -0.48
C 3.31 2.47 -0.32
O 1.26 -0.43 -1.10
H 4.26 4.36 -0.01
H -0.67 -5.70 -1.60
C 3.34 3.85 -0.24
C -4.84 -0.47 -1.58
C -0.24 -0.58 2.11
H -4.99 -2.57 -1.83
N -0.82 -2.44 -1.32
Cr -0.56 -0.35 -0.93
C -2.07 -2.81 -1.49
C 2.13 1.77 -0.64
H -3.65 1.36 -1.27
H 2.78 1.32 3.09
C -3.74 0.30 -1.38
N -2.16 -4.15 -1.62
N -0.69 -0.49 1.04
C 1.00 3.90 -0.79
H -2.99 -4.69 -1.78
S -0.64 1.85 -1.28
N -4.40 -1.77 -1.67
H 1.65 0.94 1.85
*
```

---

[2]
# C15H14F3N9PdS

C15H14F3N9PdS as an isolated structure at a distorted geometry (ωB97M-V with the def2-TZVPD basis set, the Open Molecules 2025 dataset).

As for the molar mass: 515.82 Da. The orbital gap (alpha / beta) is 0.22289 / 0.25259 hartree. Its total energy is -51657.5779 eV.

ORCA input file:
```
! wB97M-V def2-TZVPD RIJCOSX def2/J DEFGRID3
* xyz 0 3
H 4.69 3.59 0.17
C 2.76 0.81 -0.07
N 1.51 -0.88 1.78
C 0.88 -1.54 2.72
H -2.00 2.06 -3.82
N 1.64 -2.19 3.63
C 3.10 2.16 0.02
C 0.95 1.60 -2.26
H 5.88 -0.50 -0.10
C -4.45 -1.94 0.37
C 1.33 0.44 -0.10
C 0.07 2.03 -3.22
N -3.49 -1.02 0.23
F -1.84 -3.73 0.69
C -1.68 0.96 -2.01
C 4.43 2.54 0.09
H 2.01 1.78 -2.33
C -1.29 1.73 -3.09
N -4.06 0.15 0.43
Pd -1.28 -0.90 0.62
H -4.31 -3.00 0.25
C -1.07 -2.78 0.12
F -1.39 -2.81 -1.21
H 0.43 2.59 -4.07
S -0.84 -1.57 2.97
N -0.86 0.56 -1.06
N -5.62 -1.38 0.64
C 5.10 0.25 -0.06
H -5.96 1.76 0.69
H -2.72 0.66 -1.90
H 6.47 1.89 0.10
C 5.43 1.59 0.04
C 0.46 0.89 -1.14
F 0.21 -3.22 0.21
N -5.32 -0.11 0.68
N -6.23 0.84 1.01
H 3.50 -1.18 -0.21
H 1.20 -2.86 4.23
C 3.77 -0.14 -0.11
N 0.79 -0.30 0.85
H 2.32 2.91 0.07
H -7.17 0.57 0.74
H 2.62 -2.32 3.41
*
```

---

[3]
# C15H14N2O4S3Tc

C15H14N2O4S3Tc as an isolated structure (ωB97M-V with the def2-TZVPD basis set, the Open Molecules 2025 dataset).

As for the molar mass: 480.49 Da. The value obtained for the energy relative to the best compared isomer or geometry (same formula, charge and spin) is 7.7 kcal per mole. The orbital gap (alpha / beta) is 0.23601 / 0.24250 hartree. Its total energy is -61641.3712 eV.

ORCA input file:
```
! wB97M-V def2-TZVPD RIJCOSX def2/J DEFGRID3
* xyz 2 2
H -5.13 4.35 -0.42
C -3.24 2.98 2.05
N 2.18 0.21 2.03
C 1.01 -4.11 -1.80
C 0.96 -2.40 -0.04
H 1.54 -0.56 1.82
S 3.61 2.28 1.56
C 3.10 0.15 3.17
H -4.85 4.38 2.07
Tc -0.47 0.28 -0.13
C 0.19 -3.73 -4.02
C 4.19 1.22 2.93
H 5.14 0.78 2.64
H 0.01 -4.08 -5.02
H 1.03 -5.59 -3.35
C 0.66 -2.81 -1.43
O 1.76 -2.89 0.69
C -4.21 3.76 1.46
O 0.20 -1.34 0.48
O -1.83 1.43 -0.87
C 2.33 1.20 1.20
N -2.62 2.21 -0.08
C -0.14 -2.42 -3.68
O -0.21 -0.65 -2.08
H 1.46 -4.75 -1.05
H 3.53 -0.85 3.21
C 0.09 -1.99 -2.40
H 2.54 0.33 4.09
C 0.77 -4.57 -3.08
H -0.58 -1.76 -4.43
H -3.09 2.98 3.12
C -2.42 2.18 1.25
S 1.46 1.47 -0.29
C -4.38 3.75 0.07
C -3.56 2.95 -0.69
H -0.56 -0.21 -2.87
S -1.17 1.14 1.86
H 4.33 1.85 3.80
H -3.59 2.86 -1.77
*
```

---

[4]
# C15H14N2O4Zr

C15H14N2O4Zr as an isolated structure at a distorted geometry (ωB97M-V with the def2-TZVPD basis set, the Open Molecules 2025 dataset).

As for the molar mass: 377.51 Da. The value obtained for the energy relative to the best compared isomer or geometry (same formula, charge and spin) is 0.0 kcal per mole. The orbital gap is 0.24825 hartree. Its total energy is -28228.5589 eV.

ORCA input file:
```
! wB97M-V def2-TZVPD RIJCOSX def2/J DEFGRID3
* xyz 0 1
C -0.09 0.36 5.12
H -2.20 -1.99 -2.82
C 1.16 -2.03 -2.50
C -0.04 -0.25 2.40
H 2.88 1.05 -1.61
C -0.81 1.16 4.21
H 1.29 -1.86 2.90
C 0.68 -0.73 4.65
C -0.47 1.76 -3.32
O 0.53 -0.01 7.30
H -0.02 3.16 -4.89
C -0.44 -1.10 -3.91
C -1.66 1.48 -2.75
C 0.70 -1.03 3.30
O -0.81 1.68 6.85
O 0.85 -1.34 0.46
H -1.38 1.44 2.16
H -2.43 0.85 -3.23
C -1.13 -1.81 -2.87
O -0.72 0.25 0.18
H 2.12 -2.34 -2.09
H 1.41 2.22 -4.15
C 0.05 -0.50 0.94
C -0.14 -2.36 -1.98
C 0.97 -1.25 -3.70
H -2.12 2.15 -2.00
H -1.38 2.01 4.58
Zr 0.14 0.09 -1.76
C 0.33 2.41 -4.17
C -0.80 0.84 2.86
N 1.91 0.78 -1.80
H -0.90 -0.61 -4.76
N -0.13 0.69 6.50
H 1.25 -1.32 5.37
H -0.35 -3.01 -1.14
H 1.75 -0.85 -4.34
*
```

---

[5]
# C15H14N2O5S3V

C15H14N2O5S3V as an isolated structure (ωB97M-V with the def2-TZVPD basis set, the Open Molecules 2025 dataset).

As for the molar mass: 449.43 Da. The value obtained for the energy relative to the best compared isomer or geometry (same formula, charge and spin) is 24.7 kcal per mole. The orbital gap is 0.23925 hartree. Its total energy is -87185.2864 eV.

ORCA input file:
```
! wB97M-V def2-TZVPD RIJCOSX def2/J DEFGRID3
* xyz 1 1
H 0.98 -0.72 -1.02
O -1.65 3.46 2.17
H -1.45 -2.20 3.43
S -2.49 2.93 1.11
H -2.98 1.14 -4.38
C -0.04 -0.54 -1.32
H -3.21 -1.49 -0.50
C -2.68 -0.23 -2.16
C 2.23 0.93 0.68
C -1.65 0.41 -2.85
O -1.88 -2.84 1.18
H 2.37 2.39 -0.89
S 1.09 1.94 1.59
C 3.56 -1.04 0.43
S -0.75 -2.06 0.78
H 3.98 1.05 -2.20
C -0.33 0.23 -2.43
C 2.70 1.43 -0.53
C -0.73 -1.39 3.40
O -1.19 0.95 3.64
H 0.47 0.70 -2.98
H -3.70 -0.12 -2.50
C 4.02 -0.57 -0.79
H 4.72 -1.15 -1.37
H 2.31 -0.66 2.13
C -1.95 1.26 -4.05
C -1.16 -0.27 4.34
H -1.79 2.32 -3.81
N -2.14 1.50 0.78
C -2.41 -1.00 -1.04
H -1.28 1.02 -4.88
C 3.60 0.67 -1.26
C 2.67 -0.29 1.18
V -0.78 0.95 1.95
C -1.09 -1.14 -0.63
O 0.56 -2.60 0.76
H 3.90 -2.00 0.80
H 0.24 -1.78 3.72
N -0.66 -0.81 2.04
O -1.43 -0.36 5.47
*
```

---

[6]
# C15H14N7OS2Zn

C15H14N7OS2Zn as an isolated structure at a distorted geometry (ωB97M-V with the def2-TZVPD basis set, the Open Molecules 2025 dataset).

As for the molar mass: 437.85 Da. The value obtained for the energy relative to the best compared isomer or geometry (same formula, charge and spin) is 25.0 kcal per mole. The orbital gap is 0.24633 hartree. Its total energy is -98350.0594 eV.

ORCA input file:
```
! wB97M-V def2-TZVPD RIJCOSX def2/J DEFGRID3
* xyz -1 1
C -2.21 -1.03 1.93
H -0.34 4.39 -3.87
H -1.98 2.95 0.01
H 0.01 3.17 -5.06
H 2.91 3.13 1.90
H 0.19 -3.13 2.19
C -0.33 2.32 -3.31
N 1.51 0.10 0.16
N -0.39 3.36 -4.15
C -0.81 -4.19 -0.86
N -0.87 2.64 -2.08
H -0.64 0.90 4.24
H -2.75 -2.01 1.78
C -1.75 -0.58 3.20
N -2.06 -0.26 0.84
C 1.22 -1.03 0.77
N -1.02 1.63 -1.25
S 3.05 1.93 -1.50
C 0.19 -3.22 1.10
H -0.90 -5.11 1.17
H -2.06 -1.15 4.07
O 1.62 -1.73 -1.92
C 0.69 -2.21 0.19
H 1.10 -1.00 1.86
C -0.10 -3.41 -1.75
C -1.08 0.67 3.27
N 2.02 1.08 0.91
C -0.47 -4.30 0.52
S 0.35 0.87 -3.90
H 3.63 3.80 0.38
N 2.99 3.15 0.91
H -0.10 -3.59 -2.83
C -1.62 0.99 1.00
H -0.63 2.45 2.23
C -1.08 1.46 2.22
C 0.69 -2.34 -1.24
C -1.69 1.91 -0.11
C 2.67 2.04 0.19
Zn 1.50 0.27 -1.89
H -1.45 -4.95 -1.32
*
```